1.
Entry from the OMol25 dataset: C3H6ClFN2 in the gas phase (the ωB97M-V functional and the def2-TZVPD basis).

CARTESIAN COORDINATES (ANGSTROEM)
Cl: -2.93307 -0.31693 -0.73481
F: -1.28403 1.37088 -0.01429
N: 0.86758 -0.54337 -0.92404
N: 0.31339 -1.28905 0.08783
C: -0.68186 -0.87719 0.69589
C: -1.74416 0.23293 0.45086
C: 1.68799 0.63705 -0.36837
H: -0.98008 -1.21546 1.79293
H: 0.94446 1.36277 -0.05638
H: 2.10936 1.05566 -1.22499
H: -2.31874 0.41452 1.44952
H: 2.51430 0.38484 0.32627
H: 1.50486 -1.21663 -1.48041

- E_LUMO (eV) = 0.75
- net charge = 0
- HOMO (eV) = -8.544



2.
Entry from the OMol25 dataset: C3H6ClFO in the gas phase (the ωB97M-V functional and the def2-TZVPD basis).

CARTESIAN COORDINATES (ANGSTROEM)
Cl: 0.64992 -1.57326 1.80791
F: 0.25806 2.11539 -0.91052
O: 1.17455 -0.43645 -1.05682
C: -0.04595 -0.18758 -0.45061
C: -0.39706 -1.22667 0.54750
C: -0.01364 1.30622 0.15247
H: -1.37249 -0.96195 1.02428
H: -0.96358 -0.23054 -1.00437
H: -1.00543 1.68599 0.52825
H: 1.43109 0.31560 -1.60239
H: -0.50332 -2.18625 0.03178
H: 0.78785 1.37951 0.93253

- E_LUMO (eV) = 0.86
- net charge = 0
- HOMO (eV) = -10.509



3.
Entry from the OMol25 dataset: 2 unconnected molecules or ions with the total composition C3H6ClN (the ωB97M-V functional and the def2-TZVPD basis).

CARTESIAN COORDINATES (ANGSTROEM)
Cl: 3.33773 -0.40633 0.29194
N: -1.64071 0.28435 -0.10108
C: 2.44069 0.47493 -0.93304
C: -2.25763 -0.89211 0.35845
C: -1.10556 1.26913 -0.40349
H: -1.45168 -1.47500 0.34951
H: -3.05518 -1.26203 -0.33126
H: 2.98022 0.30386 -1.89635
H: -2.62896 -0.60111 1.40643
H: 1.39485 0.10661 -0.94994
H: 2.60438 1.59526 -0.69948

- E_LUMO (eV) = 0.74
- net charge = 0
- HOMO (eV) = -10.464



4.
Entry from the OMol25 dataset: a molecular structure, C3H6ClN (the ωB97M-V functional and the def2-TZVPD basis).

CARTESIAN COORDINATES (ANGSTROEM)
Cl: -1.60940 -0.08683 -0.20149
N: 1.44562 -0.09738 -0.73361
C: 0.99557 -0.92517 0.23825
C: -0.10317 0.09223 0.80222
C: 0.84383 1.03658 -0.02200
H: 0.76812 -2.05276 0.07375
H: 1.78374 -1.08344 0.99062
H: 1.51477 1.42574 0.83567
H: 2.54599 -0.04013 -0.76522
H: 0.18765 2.03590 -0.45844
H: 0.02286 0.65064 1.77335

- E_LUMO (eV) = 0.82
- net charge = 0
- HOMO (eV) = -9.240



Record order is preserved below.
Energy: -21425.5874; -20494.9799; -17218.8282; -17217.5273 eV
Record order is preserved below.
Max |F|: 0.0940; 0.0648; 0.0873; 0.1379 hartree/bohr